1.
{
  "formula": "C30H57F9N2O8",
  "method": "ωB97M-V/def2-TZVPD",
  "max_force_ev_per_a": 4.05,
  "relative_energy_kcal_mol": 46.16,
  "orbital_gap_ha": 0.31404,
  "smiles": "CCOC(=O)C(F)(F)F.CCOC(=O)C(F)(F)F.CCOC(=O)C(F)(F)F.CCN(CC)CC.CCN(CC)CC.CC(C)=O.CC(C)=O",
  "species": ["C", "C", "O", "C", "O", "C", "F", "F", "F", "H", "H", "H", "H", "H", "C", "C", "O", "C", "O", "C", "F", "F", "F", "H", "H", "H", "H", "H", "C", "C", "O", "C", "O", "C", "F", "F", "F", "H", "H", "H", "H", "H", "C", "C", "N", "C", "C", "C", "C", "H", "H", "H", "H", "H", "H", "H", "H", "H", "H", "H", "H", "H", "H", "H", "C", "C", "N", "C", "C", "C", "C", "H", "H", "H", "H", "H", "H", "H", "H", "H", "H", "H", "H", "H", "H", "H", "C", "C", "C", "O", "H", "H", "H", "H", "H", "H", "C", "C", "C", "O", "H", "H", "H", "H", "H", "H"],
  "coordinates": [[-3.90, -1.98, 0.14], [-4.68, -2.15, 1.45], [-3.86, -2.00, 2.55], [-3.55, -0.72, 3.00], [-4.16, 0.29, 2.66], [-2.46, -0.74, 4.07], [-3.00, -0.54, 5.27], [-1.87, -1.94, 4.15], [-1.57, 0.22, 3.76], [-3.02, -2.61, 0.03], [-3.38, -1.02, 0.07], [-4.55, -2.08, -0.72], [-5.02, -3.19, 1.45], [-5.57, -1.52, 1.47], [-0.24, 3.70, -1.84], [1.23, 4.13, -1.62], [1.51, 5.10, -0.59], [1.61, 4.76, 0.68], [1.52, 3.64, 1.15], [1.96, 5.94, 1.61], [3.15, 5.74, 2.07], [1.77, 7.08, 1.00], [1.08, 5.87, 2.64], [-0.90, 4.55, -2.04], [-0.61, 3.47, -0.84], [-0.38, 2.86, -2.52], [1.71, 4.47, -2.53], [1.72, 3.17, -1.46], [-1.14, -5.37, -1.24], [0.14, -6.13, -0.78], [0.68, -5.45, 0.30], [0.34, -5.77, 1.56], [-0.51, -6.56, 1.90], [0.87, -4.75, 2.64], [2.08, -5.16, 3.06], [0.89, -3.49, 2.15], [-0.09, -4.66, 3.63], [-0.84, -4.42, -1.69], [-1.80, -5.07, -0.42], [-1.64, -6.04, -1.94], [0.92, -6.14, -1.54], [-0.09, -7.18, -0.60], [4.56, -1.33, -1.73], [4.39, -1.85, -0.32], [5.18, -3.01, -0.02], [5.11, -3.45, 1.36], [5.57, -2.32, 2.37], [4.99, -4.18, -0.90], [3.62, -4.93, -0.79], [4.16, -2.01, -2.48], [5.64, -1.32, -1.90], [4.08, -0.35, -1.76], [4.63, -1.01, 0.34], [3.32, -1.96, -0.10], [4.10, -3.69, 1.69], [5.70, -4.35, 1.52], [5.86, -2.94, 3.22], [6.46, -1.84, 1.97], [4.69, -1.70, 2.56], [5.78, -4.92, -0.76], [5.09, -3.81, -1.92], [2.80, -4.23, -0.85], [3.42, -5.48, 0.13], [3.52, -5.57, -1.67], [-2.88, 4.50, 3.21], [-2.21, 4.58, 1.86], [-3.17, 4.70, 0.72], [-4.28, 3.76, 0.62], [-3.80, 2.29, 0.23], [-3.62, 6.06, 0.63], [-4.22, 6.48, -0.76], [-2.23, 4.06, 3.97], [-3.63, 3.72, 3.06], [-3.32, 5.44, 3.55], [-1.54, 5.44, 1.89], [-1.62, 3.68, 1.68], [-4.83, 3.73, 1.55], [-4.97, 4.09, -0.16], [-3.18, 1.77, 0.95], [-4.69, 1.67, 0.11], [-3.38, 2.23, -0.77], [-2.75, 6.71, 0.79], [-4.36, 6.23, 1.41], [-4.42, 7.55, -0.80], [-5.16, 5.96, -0.93], [-3.54, 6.33, -1.60], [1.36, 1.25, -4.59], [1.76, -0.06, -5.25], [0.62, -1.08, -5.45], [2.92, -0.35, -5.59], [0.75, 1.88, -5.24], [2.30, 1.76, -4.35], [0.87, 1.19, -3.62], [0.78, -1.82, -6.24], [-0.27, -0.54, -5.77], [0.39, -1.55, -4.50], [-0.54, 0.63, 0.43], [-0.25, -0.15, -0.85], [0.53, -1.43, -0.59], [-0.72, 0.16, -1.88], [-0.68, 0.03, 1.32], [-1.49, 1.08, 0.13], [0.28, 1.33, 0.58], [0.83, -1.88, -1.54], [-0.16, -2.19, -0.21], [1.47, -1.29, -0.05]]
}

2.
{
  "formula": "C30H57N3O6P",
  "method": "ωB97M-V/def2-TZVPD",
  "max_force_ev_per_a": 1.51,
  "relative_energy_kcal_mol": 0.00,
  "orbital_gap_ha": 0.29690,
  "charge": 1,
  "species": ["C", "C", "C", "N", "C", "C", "C", "C", "O", "C", "O", "C", "C", "C", "C", "O", "O", "C", "C", "C", "C", "C", "N", "C", "N", "P", "O", "O", "H", "H", "H", "H", "H", "H", "H", "H", "H", "H", "H", "H", "H", "H", "H", "H", "H", "H", "H", "H", "H", "H", "H", "H", "H", "H", "H", "H", "H", "C", "C", "C", "C", "C", "C", "H", "H", "H", "H", "H", "H", "H", "H", "H", "H", "H", "H", "H", "H", "C", "C", "C", "C", "C", "C", "H", "H", "H", "H", "H", "H", "H", "H", "H", "H", "H", "H", "H", "H"],
  "coordinates": [[7.66, 2.38, -0.38], [6.46, 1.80, -1.04], [6.30, 2.08, -2.51], [5.63, 1.10, -0.35], [4.92, 0.08, -0.93], [3.53, 0.17, -1.11], [2.85, 1.42, -0.60], [2.08, 2.25, -1.61], [2.76, 2.24, -2.87], [2.01, 2.81, -3.88], [2.01, 3.97, -4.11], [2.86, -0.89, -1.72], [1.37, -0.86, -1.93], [0.54, -1.15, -0.65], [1.36, -1.83, 0.41], [1.59, -3.01, 0.40], [1.83, -1.03, 1.39], [3.58, -2.04, -2.14], [2.92, -3.24, -2.79], [3.69, -4.57, -2.64], [4.56, -4.96, -3.86], [6.07, -5.04, -3.59], [6.81, -3.97, -4.29], [4.92, -2.06, -1.91], [5.59, -1.03, -1.33], [7.41, -1.29, -1.12], [7.69, -0.70, 0.35], [7.40, -2.89, -0.88], [7.70, 2.15, 0.68], [8.51, 1.88, -0.86], [7.78, 3.44, -0.59], [6.36, 3.15, -2.69], [7.13, 1.60, -3.05], [5.38, 1.67, -2.90], [2.13, 1.10, 0.16], [3.58, 2.03, -0.06], [2.04, 3.27, -1.24], [1.04, 1.94, -1.71], [1.44, 2.08, -4.47], [1.06, 0.09, -2.35], [1.08, -1.61, -2.66], [0.19, -0.21, -0.22], [-0.33, -1.77, -0.87], [2.67, -1.41, 1.70], [1.93, -3.39, -2.39], [2.82, -3.02, -3.86], [4.30, -4.57, -1.74], [2.95, -5.35, -2.50], [4.40, -4.29, -4.71], [4.24, -5.94, -4.21], [6.28, -4.96, -2.52], [6.48, -5.99, -3.94], [7.58, -3.63, -3.74], [6.21, -3.20, -4.54], [5.51, -2.92, -2.18], [7.20, -1.12, 1.07], [6.96, -3.13, -0.05], [-2.08, -2.85, 1.86], [-2.85, -1.60, 1.44], [-2.35, -0.32, 2.13], [-2.50, -0.32, 3.65], [-3.93, -0.53, 4.16], [-4.89, 0.57, 3.72], [-2.19, -3.06, 2.93], [-2.45, -3.72, 1.32], [-1.02, -2.75, 1.65], [-3.92, -1.74, 1.62], [-2.74, -1.46, 0.36], [-2.88, 0.54, 1.71], [-1.29, -0.18, 1.89], [-2.13, 0.64, 4.03], [-1.86, -1.09, 4.09], [-3.91, -0.55, 5.25], [-4.31, -1.50, 3.83], [-4.56, 1.55, 4.07], [-5.89, 0.40, 4.12], [-4.99, 0.62, 2.63], [-9.29, 2.09, 4.26], [-8.86, 1.98, 2.80], [-7.83, 3.03, 2.39], [-8.31, 4.48, 2.48], [-9.56, 4.80, 1.66], [-9.37, 4.61, 0.16], [-9.78, 3.05, 4.46], [-10.00, 1.31, 4.51], [-8.43, 2.00, 4.92], [-9.74, 2.03, 2.15], [-8.42, 0.99, 2.64], [-7.50, 2.83, 1.36], [-6.94, 2.92, 3.02], [-7.50, 5.14, 2.16], [-8.50, 4.74, 3.53], [-9.84, 5.84, 1.85], [-10.41, 4.19, 2.01], [-8.56, 5.24, -0.21], [-10.28, 4.88, -0.38], [-9.13, 3.57, -0.09]]
}

3.
{
  "formula": "C30H58BF9NO9S",
  "method": "ωB97M-V/def2-TZVPD",
  "max_force_ev_per_a": 5.26,
  "orbital_gap_ha": 0.14564,
  "charge": -1,
  "species": ["C", "C", "C", "C", "N", "C", "C", "C", "C", "C", "O", "O", "B", "O", "O", "C", "O", "C", "C", "C", "F", "F", "C", "F", "F", "S", "F", "F", "F", "F", "F", "H", "H", "H", "H", "H", "H", "H", "H", "H", "H", "H", "H", "H", "H", "H", "H", "H", "H", "H", "H", "H", "H", "H", "H", "H", "H", "C", "C", "C", "O", "C", "H", "H", "H", "H", "H", "H", "H", "H", "C", "C", "C", "O", "C", "H", "H", "H", "H", "H", "H", "H", "H", "C", "C", "C", "O", "C", "H", "H", "H", "H", "H", "H", "H", "H", "C", "C", "C", "O", "C", "H", "H", "H", "H", "H", "H", "H", "H"],
  "coordinates": [[-0.35, -2.28, -1.67], [-1.02, -0.84, -2.18], [-0.30, -0.38, -3.58], [0.33, 1.14, -3.29], [1.40, 1.54, -4.27], [2.63, 2.12, -3.61], [3.84, 1.00, -3.35], [3.28, -0.53, -3.18], [4.40, -1.61, -2.60], [5.96, -1.18, -2.90], [6.54, -0.27, -1.90], [3.24, 2.86, -4.77], [3.88, 4.17, -4.50], [3.34, 5.01, -5.63], [3.34, 4.51, -3.17], [2.51, 3.40, -2.60], [1.23, 4.09, -2.40], [3.11, 3.32, -1.07], [2.81, 1.93, -0.26], [1.72, 2.07, 0.97], [0.37, 1.84, 0.32], [1.63, 3.42, 1.57], [1.91, 0.83, 2.01], [0.61, 0.36, 2.60], [2.41, -0.35, 1.21], [3.09, 1.07, 3.42], [2.14, 2.25, 4.21], [4.08, 2.20, 2.61], [4.11, -0.18, 2.74], [2.28, -0.22, 4.28], [4.19, 1.15, 4.74], [-0.75, -3.10, -2.43], [-0.74, -2.50, -0.56], [0.82, -2.24, -1.73], [-0.90, -0.08, -1.29], [-2.18, -1.06, -2.28], [0.50, -1.14, -3.99], [-1.19, -0.20, -4.36], [0.61, 1.26, -2.16], [-0.59, 1.88, -3.48], [1.04, 2.14, -5.06], [4.60, 0.97, -4.27], [4.51, 1.31, -2.42], [2.89, -0.89, -4.23], [2.37, -0.58, -2.42], [4.17, -1.76, -1.44], [4.19, -2.67, -3.09], [6.65, -2.14, -2.93], [5.97, -0.73, -4.00], [5.89, -0.27, -1.12], [5.03, 3.92, -4.60], [3.98, 5.77, -5.79], [0.73, 3.70, -1.62], [2.79, 4.31, -0.52], [4.30, 3.39, -1.18], [3.85, 1.53, 0.15], [2.41, 1.05, -0.95], [-3.65, -4.00, -5.47], [-4.26, -4.93, -4.45], [-3.23, -4.90, -3.34], [-2.61, -3.61, -3.39], [-2.99, -2.96, -4.60], [-4.38, -3.58, -6.17], [-2.89, -4.54, -6.05], [-5.21, -4.50, -4.09], [-4.46, -5.93, -4.83], [-2.45, -5.65, -3.51], [-3.67, -5.07, -2.36], [-3.70, -2.16, -4.34], [-2.12, -2.51, -5.07], [-2.51, 7.08, -2.72], [-1.71, 5.80, -2.66], [-2.78, 4.79, -2.29], [-4.01, 5.26, -2.85], [-3.83, 6.61, -3.29], [-2.04, 7.86, -3.33], [-2.66, 7.48, -1.71], [-1.31, 5.57, -3.65], [-0.89, 5.83, -1.95], [-2.90, 4.73, -1.21], [-2.55, 3.79, -2.68], [-3.80, 6.61, -4.39], [-4.67, 7.23, -2.96], [0.16, -2.35, 5.89], [0.95, -3.63, 5.96], [-0.11, -4.64, 6.32], [-1.34, -4.17, 5.77], [-1.16, -2.82, 5.32], [0.63, -1.57, 5.29], [0.01, -1.96, 6.91], [1.36, -3.86, 4.96], [1.78, -3.60, 6.67], [-0.24, -4.71, 7.41], [0.11, -5.64, 5.94], [-1.14, -2.83, 4.23], [-2.00, -2.21, 5.65], [-3.40, -2.70, 8.85], [-4.13, -2.85, 7.54], [-5.55, -3.13, 7.99], [-5.72, -2.45, 9.25], [-4.44, -2.01, 9.71], [-2.47, -2.14, 8.78], [-3.17, -3.69, 9.26], [-4.09, -1.90, 6.99], [-3.73, -3.64, 6.90], [-5.71, -4.20, 8.17], [-6.29, -2.77, 7.28], [-4.39, -0.92, 9.60], [-4.33, -2.25, 10.77]]
}